Record 1
The following is a quantum chemistry calculation of the molecule C3H4N2O2S at a distorted geometry, from OMol25.

The calculation puts the gap between HOMO and LUMO (alpha / beta) at 7.627 / 7.633 eV. Its spin multiplicity is 1. The HOMO energy (alpha / beta) is -9.79 / -9.79 eV.

Each line ends with the Löwdin charge.
Element x y z (Å)
C  0.90  0.56  2.16  -0.777
C  0.63  -0.15  -0.13  0.149
C  -0.69  0.30  0.28  -0.291
N  1.83  1.21  1.42  -0.042
N  -0.43  1.07  1.53  -0.169
O  0.99  -0.17  3.07  0.128
O  0.35  2.79  -0.33  -0.452
S  0.60  2.45  1.02  0.954
H  0.96  -1.13  0.24  0.108
H  1.14  0.45  -1.01  0.141
H  -1.07  1.17  -0.30  0.092
H  -1.53  -0.50  0.26  0.159

=====

Record 2
The following is a quantum chemistry calculation of the molecule C3H4N2O2S at a distorted geometry, from OMol25.

The calculation puts the gap between HOMO and LUMO (alpha / beta) at 7.512 / 7.510 eV. Its spin multiplicity is 1. The HOMO energy (alpha / beta) is -7.99 / -7.99 eV.

Each line ends with the Löwdin charge.
Element x y z (Å)
C  0.64  0.18  -0.17  -0.380
C  -0.59  0.64  0.43  -0.487
C  0.78  -1.20  -0.56  -0.042
N  -1.68  -0.05  0.59  -0.161
N  1.61  1.02  -0.23  0.053
O  1.29  2.24  0.24  -0.428
O  -1.80  -1.22  0.15  -0.121
S  -0.34  2.30  0.88  1.048
H  0.26  -1.89  0.23  0.135
H  1.81  -1.32  -0.71  0.055
H  0.48  -1.29  -1.70  0.146
H  -2.47  0.59  0.87  0.183

=====

Record 3
The following is a quantum chemistry calculation of the molecule C3H4N2O3 at a distorted geometry, from OMol25.

The calculation puts the gap between HOMO and LUMO at 9.782 eV. Its spin multiplicity is 1. The SMILES is COn1cnc(=O)o1. The HOMO energy is -9.90 eV.

Each line ends with the Löwdin charge.
Element x y z (Å)
C  1.54  -0.72  0.48  -0.056
C  -0.47  1.36  -0.21  -0.068
C  -1.98  -0.18  -0.21  -0.437
H  1.16  -1.82  0.37  0.112
H  0.90  -0.16  1.29  0.105
H  2.68  -0.58  0.92  0.141
H  0.12  2.30  -0.07  0.161
N  0.13  0.27  -0.96  -0.162
N  -1.65  1.10  0.13  0.158
O  1.42  0.03  -0.79  -0.117
O  -3.05  -0.78  -0.13  0.114
O  -0.79  -0.82  -0.83  0.048

=====

Record 4
The following is a quantum chemistry calculation of the molecule C3H4N2O3 at a distorted geometry, from OMol25.

The calculation puts the gap between HOMO and LUMO at 9.242 eV. Its spin multiplicity is 1. The SMILES is O=C1N[C@H]1/C(O)=N/O. The HOMO energy is -8.62 eV.

Each line ends with the Löwdin charge.
Element x y z (Å)
N  1.09  0.48  0.01  0.056
N  -1.30  -0.17  1.34  0.129
C  -0.52  -1.20  1.39  -0.374
C  0.04  0.24  -0.70  -0.419
C  -1.06  -0.44  -0.07  -0.056
O  2.02  1.30  -0.69  -0.069
O  -0.03  0.38  -2.04  0.097
O  0.03  -2.07  1.95  0.152
H  2.79  1.30  -0.11  0.091
H  0.82  0.73  -2.34  0.111
H  -2.01  0.27  1.91  0.154
H  -1.87  -0.83  -0.68  0.129

=====

Record 5
The following is a quantum chemistry calculation of the molecule C3H4N2O3 at a distorted geometry, from OMol25.

The calculation puts the gap between HOMO and LUMO at 9.533 eV. Its spin multiplicity is 1. The SMILES is COc1onnc1O. The HOMO energy is -8.83 eV.

Each line ends with the Löwdin charge.
Element x y z (Å)
C  -1.53  1.47  0.74  0.008
C  0.27  0.07  -0.21  -0.258
C  1.39  -0.77  -0.22  -0.262
H  -1.49  2.24  1.46  0.075
H  -1.97  1.62  -0.26  0.089
H  -2.22  0.57  0.94  0.117
H  2.96  -1.63  0.20  0.127
N  -0.20  -1.62  -1.53  -0.013
N  0.95  -1.72  -1.13  0.048
O  -0.11  1.03  0.61  -0.031
O  -0.69  -0.56  -0.97  0.022
O  2.63  -0.71  0.35  0.077

=====

Record 6
The following is a quantum chemistry calculation of the molecule C3H4N2O3 at a distorted geometry, from OMol25.

The calculation puts the gap between HOMO and LUMO at 10.042 eV. Its spin multiplicity is 1. The SMILES is Nc1c(O)[nH]oc1=O. The HOMO energy is -9.89 eV.

Each line ends with the Löwdin charge.
Element x y z (Å)
C  -0.02  0.77  -0.22  -0.206
C  1.00  -0.11  -0.17  -0.337
C  -1.12  -0.17  0.06  -0.476
H  -0.51  2.20  1.05  0.170
H  -0.80  2.58  -0.70  0.070
H  2.26  1.14  0.47  0.221
H  0.94  -1.77  -0.88  0.233
N  -0.23  2.13  -0.03  0.079
N  0.74  -1.42  0.19  0.127
O  2.39  0.09  0.08  0.007
O  -0.63  -1.38  -0.06  0.011
O  -2.34  -0.21  0.09  0.102

=====

Record 7
The following is a quantum chemistry calculation of the molecule C3H4N2O3 at a distorted geometry, from OMol25.

The calculation puts the gap between HOMO and LUMO at 9.077 eV. Its spin multiplicity is 1. The SMILES is O=C1N[C@]1(O)/C=N/O. The HOMO energy is -8.64 eV.

Each line ends with the Löwdin charge.
Element x y z (Å)
N  -1.22  -0.94  0.38  0.055
N  0.65  1.52  -0.67  0.168
C  -0.11  1.70  0.41  -0.324
C  0.73  0.34  0.12  -0.409
C  -0.08  -0.81  -0.22  -0.080
O  -1.98  -1.93  -0.27  -0.059
O  2.03  0.14  0.66  0.028
O  -1.20  2.09  0.70  0.127
H  -2.80  -1.95  0.25  0.101
H  2.30  -0.79  0.60  0.102
H  1.46  2.08  -0.91  0.152
H  0.23  -1.46  -1.05  0.139

=====

Record 8
The following is a quantum chemistry calculation of the molecule C3H4N2O3 at a distorted geometry, from OMol25.

The calculation puts the gap between HOMO and LUMO at 8.787 eV. Its spin multiplicity is 1. The SMILES is Oc1cc(O)n(O)n1. The HOMO energy is -8.55 eV.

Each line ends with the Löwdin charge.
Element x y z (Å)
C  -1.39  -0.08  0.09  -0.391
C  -0.52  1.03  -0.14  0.016
C  0.73  0.61  -0.16  -0.243
H  -3.01  -1.07  0.47  0.186
H  -1.04  1.93  -0.41  0.107
H  2.13  1.71  -0.07  0.081
H  2.42  -1.22  0.12  0.120
N  0.57  -0.78  0.00  -0.156
N  -0.72  -1.17  0.10  0.154
O  -2.82  -0.13  -0.05  -0.029
O  2.05  0.85  0.22  0.100
O  1.60  -1.68  -0.18  0.056

=====

Record 9
The following is a quantum chemistry calculation of the molecule C3H4N2O3S at a distorted geometry, from OMol25.

The calculation puts the gap between HOMO and LUMO at 9.556 eV. Its spin multiplicity is 1. The SMILES is O=C1NC(=O)N(S)[C@H]1O. The HOMO energy is -9.26 eV.

Each line ends with the Löwdin charge.
Element x y z (Å)
C  1.36  -0.37  -0.09  -0.384
C  -0.77  -1.35  -0.03  -0.555
C  0.35  0.73  -0.26  -0.335
N  0.63  -1.55  -0.06  0.209
N  -0.92  0.04  0.11  -0.376
O  2.57  -0.24  0.02  0.102
O  -1.53  -2.25  -0.13  0.118
O  0.50  1.93  0.39  0.040
S  -2.46  0.81  -0.02  0.841
H  0.42  0.96  -1.45  0.221
H  1.05  -2.42  -0.07  0.136
H  0.57  1.77  1.30  0.095
H  -1.78  1.95  0.29  -0.110

=====

Record 10
The following is a quantum chemistry calculation of the molecule C3H4N2O4 at a distorted geometry, from OMol25.

The calculation puts the gap between HOMO and LUMO (alpha / beta) at 7.775 / 7.329 eV. Its spin multiplicity is 3. The expectation value of S² is 2.013. The HOMO energy (alpha / beta) is -7.23 / -10.36 eV.

Each line ends with the Mulliken spin population.
Element x y z (Å)
C  -0.22  -0.41  1.37  0.093
C  1.77  -0.61  -0.37  0.035
C  -0.57  0.81  0.64  0.629
N  0.91  -1.50  -0.51  0.009
N  -0.96  0.95  -0.57  0.377
O  -0.53  -0.54  2.54  0.230
O  -1.35  2.01  -1.10  0.609
O  -1.05  -0.19  -1.35  0.025
O  0.09  -1.55  0.65  0.009
H  2.44  -0.51  -1.13  0.001
H  1.78  -0.16  0.55  -0.041
H  -0.64  1.68  1.36  0.018
H  -1.67  0.02  -2.10  0.005

=====

Record 11
The following is a quantum chemistry calculation of the molecule C3H4N2OS at a distorted geometry, from OMol25.

The calculation puts the gap between HOMO and LUMO at 8.707 eV. Its spin multiplicity is 1. The SMILES is O=c1[nH]cc(S)[nH]1. The HOMO energy is -8.41 eV.

Each line ends with the Löwdin charge.
Element x y z (Å)
C  0.94  -0.06  -0.28  -0.728
C  0.22  1.11  -0.04  -0.114
C  -1.45  -0.51  -0.15  -0.530
H  2.61  -0.26  1.35  -0.057
H  0.72  2.12  -0.09  0.127
H  -1.89  1.57  0.27  0.205
H  -0.01  -2.04  -0.73  0.214
N  -1.18  0.85  -0.20  0.074
N  -0.11  -1.02  -0.22  0.025
O  -2.42  -1.19  0.15  0.042
S  2.58  -0.57  -0.06  0.744

=====

Record 12
The following is a quantum chemistry calculation of a 2-piece molecular cluster, C3H4N2OS overall at a distorted geometry, from OMol25.

The calculation puts the gap between HOMO and LUMO at 8.067 eV. Its spin multiplicity is 1. The HOMO energy is -8.86 eV.

Each line ends with the Löwdin charge.
Element x y z (Å)
C  -1.09  -0.90  0.01  -0.291
C  -1.20  0.47  0.34  -0.089
C  2.36  1.02  -0.76  -0.930
N  -0.04  -1.54  -0.26  0.093
N  1.42  1.72  -0.60  0.116
O  -1.59  0.92  1.50  0.047
S  3.62  0.39  -1.41  0.670
H  -2.01  -1.51  -0.24  0.133
H  -0.15  -2.46  -0.68  0.053
H  0.45  1.53  -0.25  0.029
H  -1.78  0.38  2.34  0.168

=====

Record 13
The following is a quantum chemistry calculation of the molecule C3H4N2OS at a distorted geometry, from OMol25.

The calculation puts the gap between HOMO and LUMO (alpha / beta) at 6.921 / 7.028 eV. Its spin multiplicity is 1. The SMILES is CC(=S)/C=N/N=O. The HOMO energy (alpha / beta) is -8.92 / -8.92 eV.

Each line ends with the Löwdin charge.
Element x y z (Å)
C  1.86  0.08  0.00  -0.172
C  0.91  -0.92  -0.03  -0.823
C  -0.49  -0.51  -0.14  -0.138
N  3.15  -0.01  -0.15  0.116
N  4.22  0.48  0.25  -0.080
O  5.30  0.76  -0.26  0.016
S  1.14  -2.55  0.18  0.731
H  1.48  1.14  -0.11  0.148
H  -0.81  -0.31  0.83  0.077
H  -0.43  0.37  -0.73  0.068
H  -0.91  -1.38  -0.60  0.058

=====

Record 14
The following is a quantum chemistry calculation of the molecule C3H4N2OS at a distorted geometry, from OMol25.

The calculation puts the gap between HOMO and LUMO at 8.817 eV. Its spin multiplicity is 1. The SMILES is [H]/N=c1/[nH]cc(S)o1. The HOMO energy is -8.20 eV.

Each line ends with the Löwdin charge.
Element x y z (Å)
C  -1.06  -0.08  -0.14  -0.730
C  -0.51  1.13  -0.10  -0.091
C  1.14  -0.39  -0.07  -0.486
H  -2.84  -1.00  1.11  -0.105
H  -0.99  2.10  -0.14  0.129
H  1.59  1.62  -0.12  0.158
H  2.32  -1.94  -0.23  0.064
N  0.87  0.93  0.01  0.104
N  2.34  -0.90  -0.08  0.103
O  -0.09  -1.04  -0.10  0.038
S  -2.76  -0.44  -0.14  0.817

=====

Record 15
The following is a quantum chemistry calculation of C3H4N2OS as an isolated structure at a distorted geometry, from OMol25.

The calculation puts the gap between HOMO and LUMO at 9.064 eV. Its spin multiplicity is 1. The HOMO energy is -9.68 eV.

Each line ends with the Löwdin charge.
Element x y z (Å)
C  -0.18  -1.15  0.55  -0.542
C  -0.37  0.07  -0.07  -0.483
C  -0.29  2.13  -0.45  -0.261
H  2.20  -2.85  0.54  0.066
H  -0.95  -1.49  1.38  0.140
H  -0.33  -1.81  -0.26  0.065
H  -0.41  3.18  -0.36  0.125
N  -0.57  0.18  -1.38  0.130
N  -0.45  1.61  -1.60  0.067
O  -0.24  1.33  0.60  0.082
S  1.59  -1.21  1.05  0.611

=====

Record 16
The following is a quantum chemistry calculation of the molecule C3H4N2OS, from OMol25.

The calculation puts the gap between HOMO and LUMO at 9.511 eV. Its spin multiplicity is 1. The SMILES is C1=NOC=NSC1. The HOMO energy is -8.80 eV.

Each line ends with the Löwdin charge.
Element x y z (Å)
C  -0.27  0.92  1.12  -0.441
C  -0.29  -1.23  -1.01  -0.292
C  0.93  0.05  1.32  -0.201
H  -1.19  0.44  1.47  0.087
H  -0.16  1.88  1.67  0.079
H  -0.38  -2.07  -1.68  0.119
H  1.80  0.46  1.79  0.112
N  -0.37  -0.06  -1.50  -0.295
N  1.04  -1.14  0.91  0.078
O  -0.17  -1.62  0.31  -0.127
S  -0.36  1.39  -0.64  0.881

=====

Record 17
The following is a quantum chemistry calculation of the molecule C3H4N2OS at a distorted geometry, from OMol25.

The calculation puts the gap between HOMO and LUMO (alpha / beta) at 7.006 / 6.911 eV. Its spin multiplicity is 1. The HOMO energy (alpha / beta) is -7.58 / -7.49 eV.

Each line ends with the Löwdin charge.
Element x y z (Å)
C  0.54  -1.36  0.21  -0.256
C  1.89  -1.03  0.08  -0.358
C  -0.76  0.65  0.58  -0.204
N  -0.39  -0.46  0.24  0.044
N  -1.40  1.66  0.05  0.105
O  3.88  0.59  -0.02  -0.610
S  2.40  0.57  0.07  0.888
H  0.22  -2.39  0.23  0.105
H  2.65  -1.80  0.00  0.075
H  -1.70  2.42  0.63  0.098
H  -1.49  1.77  -0.96  0.113

=====

Record 18
The following is a quantum chemistry calculation of the molecule C3H4N2S at a distorted geometry, from OMol25.

The calculation puts the gap between HOMO and LUMO at 7.870 eV. Its spin multiplicity is 1. The SMILES is C=N/N=C/C=S. The HOMO energy is -9.25 eV.

Each line ends with the Löwdin charge.
Element x y z (Å)
C  -1.09  0.38  2.10  -0.044
C  0.51  0.13  -0.78  -0.264
C  1.05  -0.71  -1.82  -0.620
H  -1.75  1.04  2.64  0.060
H  -0.89  -0.64  2.52  0.091
H  0.59  1.22  -0.84  0.106
H  1.18  -1.74  -1.65  0.030
N  -0.86  0.71  0.90  -0.058
N  -0.14  -0.30  0.24  -0.002
S  1.40  -0.10  -3.30  0.701

=====

Record 19
The following is a quantum chemistry calculation of a 2-piece molecular cluster, C3H4N2S overall at a distorted geometry, from OMol25.

The calculation puts the gap between HOMO and LUMO (alpha / beta) at 6.795 / 6.824 eV. Its spin multiplicity is 1. The SMILES is N#CN=S.C=C. The HOMO energy (alpha / beta) is -9.43 / -9.44 eV.

Each line ends with the Löwdin charge.
Element x y z (Å)
C  2.02  0.76  -0.05  -0.469
C  -1.39  -0.01  -0.62  -0.103
C  -1.17  -0.12  0.67  -0.131
N  2.01  1.92  -0.06  0.180
N  2.00  -0.47  0.13  -0.439
S  1.50  -1.92  -0.18  0.798
H  -0.89  -0.76  -1.41  0.079
H  -1.95  0.83  -0.98  0.037
H  -1.56  0.62  1.38  0.064
H  -0.57  -0.86  1.11  -0.016

=====

Record 20
The following is a quantum chemistry calculation of the molecule C3H4N2S at a distorted geometry, from OMol25.

The calculation puts the gap between HOMO and LUMO at 10.148 eV. Its spin multiplicity is 1. The SMILES is [H]/N=C1/C=NCS1. The HOMO energy is -9.33 eV.

Each line ends with the Löwdin charge.
Element x y z (Å)
C  -0.27  1.19  -0.05  -0.067
C  1.11  0.11  -0.02  -0.682
C  -1.35  -0.80  0.01  -0.481
N  -1.36  0.59  0.00  -0.040
N  2.25  0.58  0.02  0.059
S  0.39  -1.47  -0.01  0.900
H  -0.10  2.25  -0.09  0.097
H  -1.84  -1.17  0.92  0.082
H  -1.87  -1.21  -0.86  0.082
H  3.04  -0.06  0.08  0.050

=====

Relative energy (zero: lowest compared OMol25 entry of this formula, charge and spin), record by record: 6.015 5.987 4.942 4.218 4.372 5.036 5.270 4.902 0.000 2.344 1.394 4.821 5.439 1.088 3.736 3.258 3.461 3.024 4.518 1.509 eV
E_tot, record by record: -21080.81639 -21080.84451 -12294.05375 -12294.77728 -12294.62341 -12293.95892 -12293.72542 -12294.09335 -23133.56458 -14336.66269 -19037.65486 -19034.22733 -19033.60952 -19037.96045 -19035.31229 -19035.79043 -19035.58739 -16988.46693 -16986.97356 -16989.98232 eV